C52H50Cl2N3O5PtS2 as an isolated structure in a non-equilibrium geometry, computed with ωB97M-V with the def2-TZVPD basis set.

```
115
Properties=species:S:1:pos:R:3:forces:R:3:lowdin_charge:R:1
Pt 1.464142 -0.387878 -0.334775 -1.392 0.903 -0.956 1.118
C -5.414576 0.852772 -5.646881 -0.080 -0.022 -0.002 -0.036
C -4.169780 0.577107 -4.867469 0.072 -0.099 0.030 -0.253
C -3.536987 1.592900 -4.156115 0.118 -0.039 0.052 -0.006
C -2.344644 1.361980 -3.497362 0.020 0.110 0.053 -0.053
C -1.779725 0.100107 -3.557143 0.311 -0.272 0.336 -0.396
C -2.419416 -0.944976 -4.202836 0.212 -0.066 0.065 -0.069
C -3.615878 -0.701835 -4.852618 0.013 0.107 -0.023 -0.022
S -0.164160 -0.147739 -2.805124 -0.728 -0.084 -2.157 1.076
O -0.325209 0.545939 -1.466770 1.352 -0.722 1.854 -0.656
C 0.725719 1.059873 -3.809469 0.434 -0.257 0.417 -0.290
C 0.312191 1.275360 -5.135075 0.028 0.120 -0.402 -0.052
C 0.977716 2.167865 -5.921566 -0.149 -0.195 0.183 0.009
C 2.047319 2.922711 -5.400228 0.140 -0.012 0.393 -0.141
C 2.719353 3.878075 -6.188084 0.183 0.199 -0.093 -0.017
C 3.758437 4.605089 -5.679295 -0.191 -0.086 -0.228 -0.055
C 4.139313 4.433731 -4.341257 -0.046 -0.182 0.362 -0.045
C 3.502812 3.518530 -3.546237 0.172 0.202 -0.088 0.005
C 2.464566 2.711523 -4.061475 -0.230 0.012 -0.274 -0.101
C 1.819651 1.701422 -3.278348 -0.441 -0.205 -0.470 -0.164
C 2.529999 1.348376 -2.024615 0.447 -0.562 0.313 -0.173
C 3.851101 0.835828 -2.232130 0.357 -0.188 0.350 -0.135
C 4.229271 0.256566 -3.461216 0.105 -0.042 -0.061 0.004
C 5.519355 -0.142062 -3.675304 -0.259 0.002 -0.084 -0.040
C 6.487937 0.029714 -2.677270 0.015 0.084 0.273 -0.041
C 6.140333 0.554933 -1.460412 0.147 -0.058 -0.105 0.003
C 4.816372 0.949887 -1.197758 -0.277 -0.006 -0.309 -0.149
C 4.425317 1.460812 0.064932 -0.419 0.172 0.124 -0.002
C 3.126466 1.803556 0.311570 0.946 0.243 0.099 -0.082
C 2.161650 1.757713 -0.735445 -0.216 0.001 0.278 -0.391
S 0.563930 2.692466 -0.594808 0.660 0.643 1.845 1.003
O 0.464346 3.438683 -1.847430 -0.315 0.560 -0.985 -0.434
C 1.070904 3.868244 0.680236 -0.243 -0.458 -0.088 -0.386
C 0.733131 3.499820 1.971374 -0.011 0.034 -0.170 -0.104
C 0.951130 4.377078 3.014710 0.065 0.113 0.015 -0.027
C 1.488017 5.636933 2.773001 0.006 -0.100 0.005 -0.261
C 1.662153 6.618198 3.888445 0.039 0.063 -0.003 -0.041
C 1.848390 5.977900 1.470765 -0.066 -0.102 -0.006 -0.019
C 1.636187 5.102406 0.419712 0.061 0.001 -0.122 -0.044
H -5.706489 1.895251 -5.561591 -0.064 0.054 -0.022 0.080
H -6.232380 0.231485 -5.289341 -0.126 -0.036 0.006 0.090
H -5.262722 0.619479 -6.699817 -0.018 0.007 -0.056 0.091
H -3.969026 2.582023 -4.138246 -0.051 0.097 0.002 0.122
H -1.836128 2.150811 -2.964028 0.067 0.198 0.035 0.119
H -1.972581 -1.927111 -4.214543 0.025 -0.163 -0.029 0.114
H -4.116127 -1.507495 -5.370611 -0.025 -0.058 -0.053 0.124
H -0.522702 0.721553 -5.530898 -0.071 -0.022 -0.099 0.112
H 0.685150 2.321102 -6.947964 -0.090 -0.009 -0.137 0.123
H 2.391248 4.025255 -7.206010 -0.006 0.014 -0.130 0.117
H 4.284352 5.319343 -6.294580 -0.015 0.063 -0.074 0.111
H 4.941303 5.032390 -3.935842 0.039 0.047 0.064 0.112
H 3.795733 3.426008 -2.510942 0.055 -0.016 0.065 0.124
H 3.485359 0.122164 -4.231239 -0.027 0.003 -0.117 0.126
H 5.792641 -0.592646 -4.617281 0.025 -0.026 -0.078 0.113
H 7.505368 -0.270234 -2.873434 0.118 -0.023 0.045 0.113
H 6.875923 0.665807 -0.679316 0.092 -0.019 0.110 0.125
H 5.165594 1.531470 0.848111 -0.012 -0.022 0.074 0.131
H 2.841895 2.172253 1.286500 -0.034 -0.046 -0.014 0.114
H 0.292911 2.528220 2.138696 -0.144 -0.146 0.138 0.101
H 0.688320 4.095930 4.022029 -0.065 -0.036 0.149 0.115
H 1.358992 6.188580 4.838280 0.022 -0.004 0.105 0.077
H 1.060212 7.508697 3.711875 -0.013 0.058 0.002 0.090
H 2.701871 6.931063 3.958058 0.073 0.063 0.079 0.088
H 2.286711 6.948417 1.287202 0.016 0.088 -0.076 0.122
H 1.886851 5.373115 -0.594066 0.005 0.059 -0.163 0.116
Cl 1.786311 -3.256963 1.185139 -0.124 -1.053 -0.055 0.678
C 2.656243 -2.216203 2.299160 0.619 0.760 -0.251 -0.450
C 3.648351 -1.303147 1.494203 -0.765 -0.950 2.707 -0.710
O 4.595090 -0.848733 2.095167 0.196 0.078 -0.410 0.091
O 3.358764 -1.143324 0.267312 -1.716 1.310 -2.425 -0.188
H 3.214170 -2.829131 3.002590 -0.047 0.105 -0.013 0.086
H 1.919812 -1.604396 2.824868 0.159 -0.020 0.057 0.075
C -3.016947 -0.286469 4.093807 -0.125 -0.235 0.004 -0.037
C -3.036183 -1.821582 4.102638 -0.093 0.089 0.045 -0.485
C -3.623992 -2.235416 5.465064 0.005 -0.011 -0.278 -0.031
C -1.602935 -2.359186 4.051946 -0.231 0.008 0.084 -0.015
C -3.971208 -2.308224 2.938930 0.293 -0.322 0.072 -0.414
O -5.261207 -1.737618 3.167845 -0.215 0.189 -0.085 -0.025
C -4.222409 -3.833839 2.829741 0.119 0.092 -0.174 -0.092
C -3.240451 -4.789268 2.136848 -0.143 -0.040 0.154 -0.124
C -2.089590 -5.285004 2.961480 0.208 -0.186 -0.121 -0.250
C -0.791220 -5.189193 2.473283 -0.251 -0.124 0.127 -0.069
C 0.281744 -5.686038 3.187289 0.063 -0.120 0.266 -0.113
C 0.057229 -6.280449 4.420567 -0.192 0.131 -0.208 -0.673
Cl 1.392131 -6.876516 5.336780 0.188 -0.101 0.126 0.684
C -1.232038 -6.407535 4.919987 0.250 -0.009 0.010 -0.094
C -2.293702 -5.919102 4.184895 0.065 0.112 -0.209 -0.045
C -3.682223 -1.675166 1.542943 -1.099 0.106 0.665 -0.026
N -2.390536 -1.794412 0.932865 0.988 0.376 -0.070 -0.068
C -1.297787 -1.039583 1.055468 0.122 0.198 0.013 -0.115
N -0.365095 -1.480862 0.228272 1.024 0.148 0.245 -0.100
C -0.950082 -2.518449 -0.408111 -0.190 -0.079 0.118 -0.222
N -2.171687 -2.721928 0.002615 -0.120 -0.589 -0.826 0.132
H -2.620850 0.082024 5.034381 0.136 0.070 0.128 0.092
H -4.026540 0.095432 3.975747 -0.055 0.147 0.004 0.092
H -2.400103 0.110046 3.296910 0.142 0.187 -0.153 0.054
H -2.929116 -1.941939 6.248192 0.056 0.050 0.085 0.095
H -3.765208 -3.310086 5.551551 0.006 -0.102 0.017 0.079
H -4.568190 -1.731554 5.664421 -0.078 0.027 0.072 0.090
H -0.987657 -1.771462 4.729612 0.103 0.099 0.099 0.097
H -1.156482 -2.309956 3.065863 0.137 -0.094 -0.065 0.059
H -1.562383 -3.389977 4.386191 0.079 -0.063 0.007 0.073
H -5.663662 -2.169597 3.929409 0.018 -0.034 -0.069 0.104
H -5.161132 -3.900820 2.270056 0.024 0.030 0.126 0.128
H -4.420139 -4.209475 3.833140 -0.152 -0.035 0.042 0.101
H -2.869592 -4.365761 1.205613 -0.128 -0.167 0.073 0.079
H -3.828421 -5.674066 1.872385 -0.030 0.082 -0.128 0.130
H -0.610116 -4.718482 1.519388 -0.027 0.045 -0.125 0.072
H 1.281252 -5.618707 2.788224 0.111 0.022 0.032 0.081
H -1.393983 -6.897702 5.866446 -0.003 -0.044 0.114 0.108
H -3.292663 -6.045522 4.572043 -0.194 -0.002 0.049 0.117
H -3.935872 -0.616738 1.624673 0.070 -0.086 -0.088 0.142
H -4.388784 -2.139625 0.851024 0.116 0.164 0.023 0.149
H -1.182829 -0.202920 1.714889 -0.094 0.094 0.090 0.133
H -0.477200 -3.107913 -1.164984 0.160 -0.183 -0.151 0.124
```
Forces are in eV/Å.

Output
Electronic energy in hartree: -4387.79327
LUMO energy (spin up / spin down) in eV: -4.363 / -4.362
Orbital gap (spin up / spin down) in hartree: 0.22542 / 0.22545
Net charge: +1
Relative energy (zero: lowest compared OMol25 entry of this formula, charge and spin) in kJ/mol: 81.00
HOMO (spin up / spin down) in Eh: -0.386 / -0.386